A molecular structure, C2H8O3. Source: the Open Molecules 2025 dataset; level of theory: ωB97M-V with the def2-TZVPD basis set.

```
! wB97M-V def2-TZVPD RIJCOSX def2/J DEFGRID3
* xyz 0 1
C -0.89 0.78 0.89
O 0.03 0.28 -1.59
O -1.26 0.00 -2.12
H -1.47 0.82 -2.59
H -1.31 0.95 1.87
H -1.58 0.23 0.26
H -0.50 1.69 0.47
C 1.40 -0.92 0.79
O 1.16 -1.54 -0.31
H 0.53 -0.76 -1.09
H 1.99 0.01 0.73
H 1.78 -1.53 1.62
H 0.12 -0.02 1.08
*
```

Properties
LUMO level, hartree: -0.0481
HOMO level, eV: -8.18
Gap between HOMO and LUMO, eV: 6.87

***

4 unconnected molecules or ions with the total composition C2H8O3. Source: the Open Molecules 2025 dataset; level of theory: ωB97M-V with the def2-TZVPD basis set.

```
! wB97M-V def2-TZVPD RIJCOSX def2/J DEFGRID3
* xyz 0 1
C 0.36 -0.55 1.59
O 0.15 -1.35 0.62
O 1.25 0.43 1.53
H 1.36 0.77 0.61
H -1.33 -1.18 1.28
H 0.36 -0.90 2.63
H -1.70 -0.60 1.87
C 0.10 0.56 -2.01
O -0.26 1.03 -0.72
H -0.94 0.42 -0.37
H -0.76 0.54 -2.68
H 0.86 1.26 -2.38
H 0.54 -0.44 -1.96
*
```

Properties
LUMO level, hartree: 0.0229
HOMO level, eV: -10.45
Gap between HOMO and LUMO, eV: 11.07

***

A single C2H8OP4 molecule. Source: the Open Molecules 2025 dataset; level of theory: ωB97M-V with the def2-TZVPD basis set.

```
! wB97M-V def2-TZVPD RIJCOSX def2/J DEFGRID3
* xyz 0 1
C 1.41 1.92 -0.32
C 1.14 0.50 -0.73
O 1.44 -0.02 -1.77
P 0.12 -0.55 0.49
P 1.59 -1.98 0.90
P -1.59 -1.53 -0.13
P -2.90 0.28 0.09
H 2.45 2.01 0.11
H 0.61 2.10 0.37
H 1.40 2.62 -1.11
H 0.01 0.43 1.42
H 0.78 -2.84 1.76
H 1.14 -2.79 -0.27
H -3.49 0.23 -1.27
H -4.10 -0.40 0.46
*
```

Properties
LUMO level, hartree: 0.0006
HOMO level, eV: -7.62
Gap between HOMO and LUMO, eV: 7.63

***

3 unconnected molecules or ions with the total composition C2H8OS. Source: the Open Molecules 2025 dataset; level of theory: ωB97M-V with the def2-TZVPD basis set.

```
! wB97M-V def2-TZVPD RIJCOSX def2/J DEFGRID3
* xyz 0 1
H -0.73 4.19 -6.32
H -0.54 4.47 -5.66
C -0.17 -1.25 1.54
C -0.83 0.00 1.36
S -1.09 -0.78 -0.21
H 0.90 -1.28 1.34
H -0.69 -2.13 1.88
H -0.17 0.84 1.16
H -1.67 0.24 1.98
O 2.85 1.55 -0.70
H 2.94 0.74 -0.20
H 1.98 1.94 -0.81
*
```

Properties
LUMO level, hartree: 0.0191
HOMO level, eV: -8.88
Gap between HOMO and LUMO, eV: 9.40

***

2 unconnected molecules or ions with the total composition C2H8OS2. Source: the Open Molecules 2025 dataset; level of theory: ωB97M-V with the def2-TZVPD basis set.

```
! wB97M-V def2-TZVPD RIJCOSX def2/J DEFGRID3
* xyz 0 1
C -1.57 0.90 0.81
S -0.70 -0.25 1.92
S 0.76 -0.95 0.70
C 2.13 0.21 0.96
H -0.87 1.62 0.39
H -2.03 0.34 0.00
H -2.33 1.41 1.37
H 1.86 1.24 0.72
H 2.46 0.14 1.99
H 2.93 -0.18 0.33
O -1.00 -1.51 -2.69
H -0.36 -2.07 -3.14
H -1.27 -0.89 -3.37
*
```

Properties
LUMO level, hartree: 0.0254
HOMO level, eV: -8.73
Gap between HOMO and LUMO, eV: 9.42

***

A molecular structure, C2H8P2S2. Source: the Open Molecules 2025 dataset; level of theory: ωB97M-V with the def2-TZVPD basis set.

```
! wB97M-V def2-TZVPD RIJCOSX def2/J DEFGRID3
* xyz 0 1
C 1.51 -0.45 -0.33
C -0.35 0.65 1.53
P -1.96 -0.65 -1.26
P 0.06 0.81 -0.06
S 3.11 0.30 -0.16
S -2.51 -1.15 0.53
H 1.45 -0.90 -1.33
H 1.20 -1.11 0.58
H -0.41 -0.31 2.01
H -0.97 1.45 2.08
H -3.12 -0.14 -2.15
H -1.59 -1.64 -1.97
H 0.75 1.93 -0.41
H 2.83 1.19 0.93
*
```

Properties
LUMO level (alpha / beta), hartree: -0.0226 / -0.0226
HOMO level (alpha / beta), eV: -7.93 / -7.93
Gap between HOMO and LUMO (alpha / beta), eV: 7.31 / 7.31

***

2 unconnected molecules or ions with the total composition C2H8S2. Source: the Open Molecules 2025 dataset; level of theory: ωB97M-V with the def2-TZVPD basis set.

```
! wB97M-V def2-TZVPD RIJCOSX def2/J DEFGRID3
* xyz -1 2
S -3.73 1.14 -0.10
S -2.66 -0.63 -0.77
H -3.99 0.29 0.92
H -3.74 -1.28 -0.73
C 1.47 0.69 -0.26
C 2.12 -0.58 0.42
H 1.05 1.49 0.49
H 2.04 1.35 -0.85
H 0.56 0.51 -0.88
H 2.57 -0.39 1.32
H 2.90 -1.17 -0.20
H 1.42 -1.43 0.63
*
```

Properties
LUMO level (alpha / beta), hartree: 0.1371 / 0.1357
HOMO level (alpha / beta), eV: -0.02 / -3.42
Gap between HOMO and LUMO (alpha / beta), eV: 3.75 / 7.11
⟨S²⟩: 0.754

***

2 unconnected molecules or ions with the total composition C2H8S2. Source: the Open Molecules 2025 dataset; level of theory: ωB97M-V with the def2-TZVPD basis set.

```
! wB97M-V def2-TZVPD RIJCOSX def2/J DEFGRID3
* xyz -1 2
C -0.52 -1.36 -1.76
S -0.91 -2.30 -0.26
H -0.46 -2.00 -2.65
H -1.26 -0.59 -1.95
H 0.45 -0.89 -1.65
H -2.12 -1.78 0.01
C 0.82 1.47 1.91
S 1.01 2.22 0.29
H -0.18 1.63 2.31
H 1.06 0.42 1.85
H 1.55 1.94 2.58
H 0.22 1.35 -0.35
*
```

Properties
LUMO level (alpha / beta), hartree: 0.1231 / 0.1250
HOMO level (alpha / beta), eV: 1.04 / -5.31
Gap between HOMO and LUMO (alpha / beta), eV: 2.31 / 8.71
⟨S²⟩: 0.751

***

no.,energy (eV)
1,-8339.731
2,-8343.150
3,-41403.645
4,-15084.147
5,-25921.713
6,-42447.846
7,-23872.951
8,-23872.727